(1)
Below is an isolated molecule of C19H18ClNO4 in a non-equilibrium geometry, with properties calculated with wB97M-V/def2-TZVPD.

Each line ends with the Mulliken charge.
CARTESIAN COORDINATES (ANGSTROEM)
C: 0.108 -6.162 -4.978  -1.036
C: 1.091 -5.814 -3.818  -0.241
O: 0.541 -5.151 -2.627  -0.223
C: 0.483 -3.775 -2.641  0.198
O: 0.995 -3.016 -3.453  -0.539
C: 0.316 -3.402 -1.265  0.403
O: 0.185 -4.163 -0.163  -0.581
C: 0.310 -2.010 -0.894  -0.530
C: 0.191 -1.453 0.459  0.855
O: -0.117 -2.179 1.434  -0.798
C: 0.195 -0.013 0.682  0.235
C: 0.309 0.948 -0.350  -0.367
C: 0.161 2.397 -0.448  -0.044
C: -0.129 3.113 -1.564  -0.857
C: 0.331 4.522 -1.348  -0.702
C: 0.772 4.530 -0.062  -0.272
N: 0.573 3.330 0.483  0.344
C: 1.061 2.874 1.808  -1.287
C: -0.142 2.936 2.874  0.476
C: -1.296 3.694 2.643  -0.108
C: -2.402 3.664 3.509  -0.809
C: -2.347 2.917 4.622  -0.262
C: -1.297 2.059 4.871  -0.676
C: -0.160 2.070 3.996  0.376
Cl: 1.205 0.950 4.352  -0.190
H: -0.813 -6.558 -4.492  0.295
H: -0.092 -5.329 -5.664  0.283
H: 0.421 -7.039 -5.598  0.350
H: 1.451 -6.670 -3.184  0.246
H: 1.963 -5.239 -4.206  0.329
H: -0.174 -3.566 0.595  0.452
H: 0.293 -1.195 -1.610  0.223
H: -0.023 0.355 1.706  0.412
H: 0.641 0.682 -1.333  0.362
H: -0.311 2.680 -2.535  0.465
H: 0.278 5.352 -2.010  0.470
H: 1.304 5.335 0.390  0.424
H: 1.565 1.896 1.718  0.570
H: 1.954 3.465 2.070  0.367
H: -1.357 4.251 1.713  0.327
H: -3.362 4.184 3.305  0.314
H: -3.185 3.053 5.205  0.427
H: -1.489 1.475 5.806  0.316

Summary:
E_LUMO = -1.0 eV
Energy above the lowest of the compared OMol25 structures with the same formula, charge and spin = 113.8 kcal/mol
SMILES = CCOC(=O)/C(O)=C/C(=O)/C=C/c1cccn1Cc1ccccc1Cl

(2)
Below is C42H55AlN6O3 as an isolated structure, with properties calculated with wB97M-V/def2-TZVPD.

Each line ends with the Mulliken charge.
CARTESIAN COORDINATES (ANGSTROEM)
Al: -0.318 0.060 0.021  -1.782
N: 1.743 0.076 -0.138  0.135
C: 1.938 0.812 -1.423  0.050
C: 0.905 0.292 -2.419  0.338
O: 1.108 0.428 -3.612  -0.727
N: -0.119 -0.368 -1.823  0.955
C: -0.682 -1.423 -2.650  -0.779
C: 0.141 -2.757 -2.638  0.527
O: -0.299 -3.666 -3.334  -0.735
O: 1.170 -2.826 -1.863  -0.874
H: 2.374 0.425 0.577  0.331
H: 2.001 -0.886 -0.359  0.490
H: 2.923 0.620 -1.844  0.592
H: 1.820 1.882 -1.271  -0.322
H: -0.755 -1.109 -3.692  0.740
H: -1.696 -1.660 -2.320  0.120
C: -4.334 -1.569 0.571  -1.429
C: -3.901 -1.034 1.940  1.913
C: -5.101 -1.017 2.890  -1.765
C: -2.722 -1.783 2.553  0.463
C: -2.928 -2.988 3.220  -0.277
C: -1.891 -3.647 3.866  -1.965
C: -0.626 -3.076 3.883  -0.053
C: -0.377 -1.878 3.218  0.954
C: 0.970 -1.185 3.375  2.368
C: 2.173 -2.091 3.106  -1.536
C: 1.075 -0.567 4.772  -1.699
C: -1.419 -1.260 2.500  -1.408
N: -1.137 -0.123 1.718  1.075
C: -1.591 1.112 2.193  -0.126
C: -1.374 2.172 1.369  0.396
N: -0.723 1.928 0.169  1.004
C: -0.247 3.109 -0.476  -0.888
C: -0.919 3.674 -1.570  0.575
C: -0.406 4.851 -2.117  -1.128
C: 0.718 5.474 -1.606  -1.582
C: 1.359 4.921 -0.512  -0.350
C: 0.894 3.746 0.066  1.260
C: 1.648 3.187 1.268  1.825
C: 3.155 3.056 0.997  -1.905
C: 1.456 4.038 2.528  -1.457
C: -2.246 3.197 -2.151  0.597
C: -2.352 1.740 -2.587  -0.892
C: -3.406 3.547 -1.212  -1.291
C: -1.899 3.396 2.010  -0.210
C: -1.969 4.730 1.714  0.662
C: -2.549 5.614 2.668  -1.439
C: -3.028 5.183 3.876  -0.905
C: -2.958 3.801 4.213  1.085
C: -3.371 3.199 5.438  -1.045
C: -3.186 1.856 5.625  -1.364
C: -2.603 1.013 4.633  0.307
C: -2.222 1.561 3.436  0.472
C: -2.404 2.964 3.266  -0.870
H: -5.253 -1.071 0.255  0.504
H: -4.532 -2.644 0.604  0.311
H: -3.587 -1.367 -0.198  0.142
H: -3.586 0.000 1.791  -0.556
H: -5.579 -1.996 2.959  0.413
H: -5.848 -0.313 2.521  0.465
H: -4.809 -0.702 3.893  0.334
H: -3.924 -3.413 3.251  0.321
H: -2.079 -4.574 4.392  0.374
H: 0.157 -3.538 4.475  0.416
H: 0.993 -0.363 2.657  -1.050
H: 2.197 -2.950 3.779  0.220
H: 3.103 -1.540 3.254  0.494
H: 2.191 -2.455 2.073  0.140
H: 1.049 -1.341 5.542  0.360
H: 0.247 0.119 4.949  0.324
H: 2.009 -0.011 4.879  0.469
H: -0.918 5.295 -2.963  0.406
H: 1.089 6.386 -2.057  0.370
H: 2.236 5.409 -0.102  0.371
H: 1.242 2.195 1.482  -1.035
H: 3.646 4.029 1.048  0.534
H: 3.374 2.639 0.014  0.347
H: 3.624 2.427 1.759  0.364
H: 1.784 5.064 2.345  0.325
H: 2.053 3.634 3.349  0.494
H: 0.416 4.067 2.846  0.147
H: -2.374 3.791 -3.060  0.628
H: -2.301 1.067 -1.733  -0.330
H: -1.569 1.465 -3.293  0.299
H: -3.320 1.590 -3.073  0.563
H: -3.379 2.927 -0.314  -0.018
H: -4.359 3.371 -1.717  0.562
H: -3.373 4.592 -0.901  0.312
H: -1.579 5.133 0.789  0.653
H: -2.601 6.667 2.424  0.452
H: -3.459 5.887 4.578  0.409
H: -3.829 3.803 6.212  0.426
H: -3.495 1.405 6.560  0.442
H: -2.468 -0.039 4.856  0.712
N: 0.687 -4.702 0.355  -0.036
C: -0.812 -4.586 0.524  -1.509
C: -1.243 -3.185 0.069  1.067
N: -0.197 -2.178 0.212  0.671
H: 0.980 -5.674 0.265  0.433
H: 1.174 -4.290 1.153  0.169
H: 0.965 -4.191 -0.508  0.214
H: -1.077 -4.810 1.556  0.420
H: -1.231 -5.341 -0.138  0.501
H: -2.132 -2.885 0.603  -1.103
H: -1.500 -3.281 -0.985  0.678
H: 0.445 -2.270 -0.609  -0.082
H: 0.289 -2.262 1.099  -0.964

Summary:
E_LUMO = -0.5 eV
Energy above the lowest of the compared OMol25 structures with the same formula, charge and spin = 29.8 kcal/mol

(3)
Below is C17H42AlBrFO11P2S as an isolated structure in a non-equilibrium geometry, with properties calculated with wB97M-V/def2-TZVPD.

Each line ends with the Mulliken charge.
CARTESIAN COORDINATES (ANGSTROEM)
C: 1.255 3.088 -3.149  -0.891
O: -0.140 2.850 -3.094  -0.155
C: -0.714 2.728 -4.383  -0.502
C: -2.231 2.782 -4.278  -0.632
C: -2.834 3.847 -3.365  -0.274
C: -2.445 5.301 -3.720  -0.889
Al: -0.866 6.048 -2.771  0.465
Br: -1.530 8.125 -1.792  -0.503
S: 0.732 6.632 -4.441  0.987
O: 0.574 7.991 -4.894  -0.613
O: 0.652 5.694 -5.542  -0.617
F: 2.240 6.533 -3.832  -0.284
H: 1.596 3.274 -4.169  0.406
H: 1.472 3.974 -2.551  0.224
H: 1.820 2.237 -2.754  0.187
H: -0.444 1.730 -4.766  0.349
H: -0.309 3.465 -5.081  0.455
H: -2.533 1.812 -3.860  0.095
H: -2.669 2.808 -5.278  0.343
H: -2.619 3.670 -2.308  -0.010
H: -3.922 3.751 -3.465  0.384
H: -2.338 5.405 -4.806  0.355
H: -3.281 5.949 -3.436  0.419
H: -0.232 5.192 -1.602  -0.284
O: -2.996 -2.751 -2.137  -0.860
P: -2.937 -1.611 -1.209  0.869
O: -1.685 -1.818 -0.218  -0.162
C: -0.355 -1.797 -0.764  -0.369
C: 0.080 -0.388 -1.116  -0.548
O: -4.163 -1.911 -0.172  -0.381
C: -5.187 -2.851 -0.476  -0.363
C: -4.932 -4.168 0.226  -1.110
O: -3.099 -0.043 -1.194  -0.138
C: -3.697 0.734 -0.143  -0.170
C: -2.990 0.641 1.188  -0.985
H: -0.304 -2.454 -1.636  0.302
H: 0.300 -2.214 0.000  0.202
H: -0.517 0.020 -1.934  0.183
H: 1.127 -0.376 -1.422  0.505
H: -0.046 0.280 -0.264  -0.062
H: -5.282 -2.992 -1.552  0.365
H: -6.127 -2.418 -0.124  0.334
H: -3.924 -4.530 0.022  0.272
H: -5.651 -4.925 -0.093  0.388
H: -5.017 -4.043 1.307  0.276
H: -4.754 0.491 -0.053  0.243
H: -3.649 1.763 -0.500  0.352
H: -3.105 -0.343 1.639  0.244
H: -3.416 1.378 1.871  0.466
H: -1.924 0.838 1.081  0.148
O: 2.385 -3.090 1.807  -0.580
P: 3.376 -3.069 2.893  0.655
O: 2.588 -3.185 4.299  -0.231
C: 1.854 -4.379 4.592  -0.334
C: 2.760 -5.543 4.951  -0.946
O: 3.843 -1.517 2.958  -0.248
C: 3.580 -0.611 1.882  -0.363
C: 2.378 0.253 2.191  -1.076
O: 4.790 -3.668 3.290  -0.301
C: 5.805 -2.963 4.024  -0.198
C: 5.402 -2.545 5.419  -0.894
H: 1.213 -4.634 3.744  0.288
H: 1.207 -4.138 5.434  0.321
H: 3.362 -5.854 4.095  0.265
H: 2.168 -6.398 5.278  0.409
H: 3.450 -5.264 5.748  0.182
H: 3.446 -1.149 0.945  0.352
H: 4.469 0.013 1.769  0.305
H: 1.515 -0.349 2.477  0.251
H: 2.110 0.860 1.325  0.362
H: 2.591 0.920 3.027  0.354
H: 6.166 -2.116 3.444  0.234
H: 6.637 -3.666 4.090  0.352
H: 4.649 -1.760 5.403  0.265
H: 6.278 -2.163 5.945  0.399
H: 4.996 -3.387 5.979  0.160

Summary:
Charge = -1
E_LUMO = 1.9 eV

(4)
Below is a 8-piece molecular cluster, C10H36O8 overall in a non-equilibrium geometry, with properties calculated with wB97M-V/def2-TZVPD.

Each line ends with the Mulliken charge.
CARTESIAN COORDINATES (ANGSTROEM)
C: -0.441 -0.435 1.154  -2.365
C: -0.008 0.551 0.141  1.111
C: 0.880 1.576 0.596  -0.954
O: 0.685 -0.092 -0.929  -0.445
H: 0.355 -0.719 1.843  0.317
H: -0.584 -1.314 0.695  0.438
H: -1.151 -0.189 1.725  0.921
H: -0.671 1.064 -0.550  0.179
H: 1.762 1.268 0.993  0.518
H: 0.261 2.182 1.437  0.302
H: 1.010 2.396 -0.270  -0.238
H: 1.580 -0.319 -0.624  0.178
C: 3.273 -2.020 0.780  -0.197
O: 2.729 -1.930 -0.507  -0.442
H: 2.547 -2.652 1.375  0.015
H: 3.323 -0.984 1.075  0.151
H: 4.232 -2.410 0.739  0.286
H: 2.448 -2.634 -0.791  0.192
C: -3.786 -3.064 0.668  -0.328
O: -3.878 -3.729 -0.615  -0.499
H: -2.761 -2.617 0.357  -0.050
H: -3.968 -3.750 1.443  0.414
H: -4.716 -2.363 0.437  0.170
H: -4.082 -4.707 -0.447  0.279
C: 1.044 0.400 -4.301  -0.696
O: -0.084 0.503 -3.564  -0.485
H: 1.924 0.727 -3.747  0.265
H: 1.017 0.795 -5.363  0.242
H: 1.231 -0.680 -4.436  0.269
H: -0.030 0.433 -2.635  0.360
C: 0.751 4.139 -2.579  -0.079
O: 0.694 5.593 -2.878  -0.554
H: 0.826 3.984 -1.438  0.010
H: 1.523 3.547 -3.217  0.164
H: -0.206 3.646 -2.837  0.213
H: 0.713 6.091 -2.028  0.313
C: 0.126 -4.415 2.115  -0.131
O: 0.758 -4.440 3.365  -0.526
H: 0.583 -3.793 1.334  -0.051
H: -0.987 -4.299 2.051  0.104
H: 0.275 -5.395 1.654  0.291
H: 0.338 -4.078 4.135  0.302
C: -3.714 0.290 -2.023  0.109
O: -4.811 1.153 -1.472  -0.513
H: -2.730 0.860 -2.465  0.002
H: -3.905 -0.184 -3.068  0.254
H: -3.556 -0.485 -1.299  -0.109
H: -4.768 0.978 -0.577  0.277
C: 2.082 3.504 3.978  -0.407
O: 3.268 4.184 4.108  -0.489
H: 1.275 3.889 4.622  0.302
H: 1.912 2.364 3.999  0.202
H: 1.729 3.717 2.902  0.105
H: 3.681 3.860 4.940  0.300

Summary:
E_LUMO = 0.3 eV
Energy above the lowest of the compared OMol25 structures with the same formula, charge and spin = 218.5 kcal/mol
SMILES = CC(C)O.CO.CO.CO.CO.CO.CO.CO

For the records above, the corresponding Kohn-Sham gap values read 7.4, 5.6, 7.8, 9.7 eV.